Record 1
DFT (the ωB97M-V functional and the def2-TZVPD basis) results for a 4-piece molecular cluster, C32H62BF2N2O7S overall in a non-equilibrium geometry.

Each line ends with the Mulliken charge.
Element x y z (Å)
C -2.58 -5.59 0.05  -1.165
C -1.80 -4.25 -0.44  0.421
N -1.59 -4.15 -1.74  -0.559
C -1.27 -3.17 0.60  -1.027
C -2.16 -1.84 0.71  1.008
C -1.94 -0.73 -0.42  -0.097
C -0.40 -0.28 -0.61  0.139
O -0.11 0.29 -1.69  -0.548
F 0.64 -0.52 0.33  -0.226
O -1.94 -1.47 2.11  -0.860
B -3.04 -0.66 2.69  1.330
C -2.69 0.83 3.28  -0.768
C -1.19 1.35 2.98  0.185
C -0.31 1.44 4.33  -0.674
C 0.46 0.07 4.68  -0.192
O 1.48 0.29 5.73  -0.326
C 2.34 -0.84 5.66  0.244
O 2.67 -1.47 6.70  -0.542
C -3.90 -1.42 3.91  -0.621
O -3.10 -2.39 4.66  -0.180
O -4.02 -3.25 5.23  -0.459
O -4.04 -0.75 1.57  -0.790
C -3.78 -1.94 0.78  0.772
F -4.24 -3.21 1.28  -0.429
N -4.61 -1.64 -0.44  -0.466
C -4.73 -2.72 -1.16  0.443
S -5.10 -4.05 -2.06  -0.255
H -2.46 -6.42 -0.73  0.403
H -3.72 -5.40 0.14  0.149
H -2.15 -6.00 1.04  0.311
H -2.02 -4.96 -2.24  0.263
H -0.21 -2.85 0.28  0.363
H -1.16 -3.62 1.65  0.457
H -2.53 0.24 -0.25  0.475
H -2.25 -1.16 -1.44  -0.211
H -3.42 1.58 2.83  0.120
H -2.80 0.84 4.43  0.200
H -0.62 0.74 2.20  -0.225
H -1.26 2.42 2.56  0.322
H 0.47 2.27 4.25  0.169
H -0.99 1.69 5.23  0.288
H -0.29 -0.70 5.12  0.213
H 0.96 -0.41 3.77  0.219
H 2.79 -1.23 4.67  0.331
H -4.79 -2.00 3.42  0.153
H -4.39 -0.68 4.64  0.275
H -4.22 -3.89 4.49  0.331
C 7.24 2.65 7.59  -1.197
C 7.07 2.70 6.08  -0.346
C 6.17 3.84 5.61  -0.742
C 4.72 3.77 6.10  -0.909
C 3.97 2.49 5.73  -0.090
C 3.81 2.30 4.23  -0.971
H 6.29 2.48 8.10  0.289
H 7.92 1.84 7.87  0.370
H 7.66 3.59 7.97  0.296
H 6.69 1.74 5.72  0.250
H 8.06 2.83 5.63  0.370
H 6.18 3.87 4.52  0.300
H 6.60 4.80 5.94  0.399
H 4.17 4.63 5.70  0.387
H 4.70 3.89 7.19  0.343
H 2.97 2.54 6.18  0.283
H 4.46 1.62 6.17  0.246
H 3.28 3.14 3.78  0.256
H 3.24 1.39 4.03  0.113
H 4.78 2.19 3.74  0.383
C 1.81 3.41 -1.35  -1.085
C 1.07 3.64 -2.67  -0.470
C 1.47 2.64 -3.76  -0.354
C 2.94 2.69 -4.19  -0.771
C 3.42 4.04 -4.70  -0.395
C 2.69 4.51 -5.96  -1.172
H 2.89 3.54 -1.47  0.301
H 1.47 4.12 -0.60  0.376
H 1.62 2.40 -0.97  0.157
H 1.24 4.66 -3.01  0.323
H 0.00 3.54 -2.48  0.370
H 0.83 2.80 -4.63  0.321
H 1.24 1.62 -3.41  0.160
H 3.09 1.93 -4.97  0.400
H 3.57 2.38 -3.35  0.313
H 4.49 3.96 -4.93  0.355
H 3.33 4.80 -3.92  0.240
H 2.81 3.78 -6.77  0.286
H 3.11 5.46 -6.30  0.377
H 1.63 4.65 -5.77  0.284
C -3.32 -2.13 -4.55  -0.732
C -4.34 -2.56 -5.59  -0.486
C -3.91 -3.81 -6.36  -0.668
C -2.63 -3.67 -7.19  -0.720
C -2.64 -2.55 -8.23  -0.369
C -3.70 -2.74 -9.30  -1.187
H -2.36 -1.86 -5.00  0.347
H -3.69 -1.25 -4.00  0.343
H -3.15 -2.93 -3.82  -0.062
H -4.53 -1.73 -6.28  0.324
H -5.29 -2.77 -5.09  0.291
H -4.74 -4.11 -7.02  0.344
H -3.78 -4.63 -5.66  0.296
H -2.44 -4.62 -7.69  0.392
H -1.78 -3.51 -6.51  0.312
H -1.66 -2.51 -8.71  0.371
H -2.78 -1.57 -7.74  0.250
H -3.55 -3.68 -9.83  0.286
H -3.64 -1.93 -10.04  0.374
H -4.71 -2.73 -8.88  0.283

Calculated values
* LUMO level: 0.0726 Ha
* molar mass: 667.73 g/mol
* charge: -1

---

Record 2
DFT (the ωB97M-V functional and the def2-TZVPD basis) results for one molecule with the formula C6H10O.

Each line ends with the Mulliken charge.
Element x y z (Å)
C -0.91 -1.85 1.21  -1.262
C -0.38 -1.12 -0.03  -0.154
C -0.31 0.36 0.18  0.367
C 1.04 0.94 -1.77  -1.416
O -1.32 0.86 0.86  -0.443
C 0.72 1.18 -0.32  0.093
C 1.48 1.96 0.53  -0.412
H -0.92 -2.93 1.05  0.378
H -1.93 -1.53 1.44  0.309
H -0.28 -1.62 2.07  0.332
H -1.03 -1.33 -0.89  0.271
H 0.62 -1.48 -0.29  0.278
H 1.57 1.82 -2.13  0.411
H 1.67 0.05 -1.93  0.273
H 0.12 0.81 -2.36  0.325
H -1.24 1.83 0.81  0.440
H 1.10 2.03 1.56  0.210

Calculated values
* LUMO level: -0.0033 Ha
* molar mass: 98.14 g/mol

---

Values for ΔE to the lowest compared entry with this formula, charge and spin, eV, ordered as above
4.602, 3.641